# 1
Below is C24H29B2CoN5O3S2 as an isolated structure, with properties calculated with ωB97M-V with the def2-TZVPD basis set.

Calculated values
**Highest occupied orbital energy (spin up / spin down)**: -3.0 / -3.0 eV
**Energy relative to the best compared isomer or geometry (same formula, charge and spin)**: 0.1995 eV
**Charge**: -1
**E_tot**: -99604.3159 eV

Structure (XYZ):
```
66
Properties=species:S:1:pos:R:3:forces:R:3:mulliken_charge:R:1
Co -0.356 -0.721 -1.775 -0.040 0.100 0.040 0.03
O -1.927 0.396 -2.575 -0.040 -0.027 -0.027 -0.66
N -1.927 1.649 -2.197 0.035 0.054 -0.021 0.19
C -2.276 1.969 -0.938 0.002 0.021 -0.001 -0.10
C -2.262 3.281 -0.517 0.001 -0.077 0.022 -0.75
C -1.864 4.277 -1.391 -0.007 0.026 0.010 -0.15
C -1.482 3.922 -2.674 -0.011 -0.008 0.000 -0.74
C -1.516 2.600 -3.055 -0.036 -0.009 0.019 -0.09
H -2.525 1.128 -0.310 -0.006 -0.011 -0.001 0.42
H -2.528 3.473 0.514 -0.003 0.040 0.003 0.55
H -1.820 5.309 -1.069 0.004 -0.003 0.000 0.36
H -1.120 4.657 -3.380 -0.001 0.000 0.003 0.38
H -1.201 2.222 -4.014 -0.002 -0.003 -0.002 0.44
C 0.319 -0.426 3.309 0.008 -0.002 0.038 -1.43
C 0.177 0.137 1.906 0.042 -0.063 -0.169 -0.14
N 0.512 1.548 1.797 0.051 0.036 0.076 -0.11
C -0.272 2.573 2.160 -0.158 -0.018 -0.119 0.60
S -1.708 2.378 3.037 0.016 0.042 -0.006 -0.36
N 0.153 3.779 1.725 0.061 0.034 0.023 0.04
C -0.478 5.044 2.027 0.004 0.007 -0.027 -0.57
C -0.042 5.623 3.366 0.010 -0.013 0.003 -1.28
H 0.122 -1.501 3.288 -0.007 -0.007 0.016 0.38
H -0.377 0.046 4.002 0.010 -0.008 -0.029 0.35
H 1.336 -0.277 3.676 -0.001 -0.005 0.000 0.34
H -0.820 -0.031 1.493 -0.092 0.027 0.162 0.25
H 0.860 -0.374 1.228 0.009 -0.003 -0.011 -0.15
H 1.275 1.767 1.171 0.022 -0.004 -0.004 0.23
H 0.908 3.791 1.048 0.016 -0.012 -0.015 -0.04
H -1.561 4.913 2.023 -0.025 -0.015 0.011 0.33
H -0.215 5.724 1.214 0.000 0.002 0.006 0.34
H -0.307 4.933 4.167 0.001 0.002 0.005 0.29
H -0.537 6.578 3.551 -0.003 0.002 0.003 0.39
H 1.037 5.782 3.383 -0.003 -0.002 0.004 0.33
B 1.984 3.204 -1.069 -0.018 0.017 0.108 0.49
C 1.193 1.846 -1.298 0.065 0.006 -0.120 0.12
N 0.630 0.851 -1.458 0.003 -0.016 0.010 -0.46
H 2.528 3.141 0.028 -0.007 -0.007 0.002 -0.19
H 1.187 4.129 -1.087 0.012 -0.005 0.002 -0.21
H 2.824 3.332 -1.930 -0.007 0.003 -0.010 -0.19
O 2.287 -1.431 -0.466 0.016 0.012 0.010 -0.39
B 1.095 -1.814 -1.194 0.029 -0.138 -0.006 0.17
O 1.244 -3.250 -1.402 -0.024 0.035 -0.005 -0.35
C 2.409 -3.640 -0.839 0.014 -0.002 0.013 0.63
C 2.966 -4.898 -0.778 -0.004 -0.001 -0.002 -0.99
C 4.196 -5.028 -0.123 0.001 0.000 0.000 -0.46
C 4.827 -3.928 0.441 -0.005 0.005 0.001 -0.51
C 4.254 -2.654 0.375 0.004 -0.002 0.001 -0.85
C 3.043 -2.536 -0.271 -0.013 -0.005 -0.005 0.66
H 2.464 -5.749 -1.221 0.001 0.000 0.001 0.45
H 4.662 -6.003 -0.056 0.000 0.000 0.000 0.36
H 5.779 -4.057 0.942 0.000 0.000 0.000 0.37
H 4.736 -1.788 0.809 0.001 0.000 0.000 0.46
S -2.848 -3.859 -3.615 -0.010 0.000 -0.003 -0.33
C -1.916 -2.422 -3.356 -0.027 -0.034 0.037 -0.21
N -1.474 -2.239 -2.156 0.084 0.021 -0.060 0.40
C -1.881 -3.272 -1.316 0.013 0.010 0.028 -0.36
C -1.598 -3.360 0.047 0.005 -0.010 -0.014 0.06
C -2.076 -4.445 0.748 -0.005 -0.008 -0.003 -0.89
C -2.831 -5.441 0.113 0.001 0.001 0.006 -0.45
C -3.123 -5.360 -1.233 0.000 0.006 -0.001 -0.48
C -2.642 -4.261 -1.941 0.005 0.009 -0.004 0.71
H -1.725 -1.720 -4.153 0.005 -0.004 -0.005 0.39
H -1.007 -2.575 0.500 0.000 0.005 0.010 0.25
H -1.863 -4.533 1.806 0.002 0.001 -0.001 0.40
H -3.193 -6.285 0.687 0.001 0.000 -0.001 0.36
H -3.710 -6.126 -1.724 -0.001 0.000 0.000 0.37
```
Positions in Å, forces in eV/Å.



# 2
Below is a 5-piece molecular cluster, C24H29Br9O3 overall at a distorted geometry, with properties calculated with ωB97M-V with the def2-TZVPD basis set.

Calculated values
**Highest occupied orbital energy**: -8.5 eV
**Charge**: 0
**E_tot**: -661881.0995 eV
**Structure (SMILES)**: Cc1ccc(CC2=CC(=O)C=C(CC(=O)Br)C2=O)cc1.BrCCBr.BrCCBr.BrCCBr.BrCCBr

Structure (XYZ):
```
65
Properties=species:S:1:pos:R:3:forces:R:3:mulliken_charge:R:1
C -2.653 -2.170 -0.256 0.706 1.275 0.342 -0.93
C -1.525 -1.145 -0.599 0.778 0.570 -0.738 0.88
C -0.342 -0.976 0.221 0.143 1.419 -1.495 -0.69
C 0.672 0.027 -0.114 -1.185 -0.080 -0.928 -0.25
C 0.527 0.884 -1.274 -2.058 -1.606 -0.104 0.55
C 1.527 1.987 -1.723 -0.884 -0.293 0.585 -0.45
C 1.875 3.056 -0.639 1.387 0.369 -0.492 0.33
C 3.062 3.727 -0.775 -1.367 0.245 0.977 -0.09
C 3.447 4.791 0.292 -0.652 -0.061 -0.545 -0.24
O 4.604 4.977 0.589 -0.490 0.155 -0.136 -0.56
C 2.274 5.577 0.948 -0.546 -0.628 -0.178 -0.34
C 1.095 4.928 1.097 0.269 -0.338 -0.727 0.13
C -0.202 5.514 1.716 1.112 -0.574 -0.103 -0.41
C -0.005 6.435 2.965 -1.614 0.423 -0.778 0.28
O -0.896 7.167 3.255 0.583 -0.245 0.100 -0.43
Br 1.574 6.448 4.129 -0.182 -0.382 -0.439 -0.14
C 0.990 3.448 0.566 0.086 0.891 0.285 0.40
O 0.237 2.717 1.165 0.283 -0.014 -0.638 -0.53
C -0.668 0.654 -2.110 0.288 -0.536 1.337 -0.95
C -1.684 -0.330 -1.802 2.024 0.147 1.699 -1.01
H -2.320 -3.236 -0.320 -0.330 0.925 -0.043 0.29
H -3.512 -1.952 -0.934 0.755 -0.479 0.616 0.24
H -2.976 -1.937 0.799 0.128 -0.491 -0.999 0.30
H -0.188 -1.585 1.136 -0.222 0.454 -0.786 0.32
H 1.563 0.167 0.547 -0.951 -0.234 -0.595 0.32
H 2.454 1.505 -2.134 -0.756 0.598 0.624 0.18
H 1.057 2.516 -2.598 0.434 -0.380 0.897 0.35
H 3.744 3.524 -1.639 -0.503 0.252 1.218 0.24
H 2.394 6.628 1.314 0.330 -1.183 -0.364 0.56
H -0.928 4.713 2.032 0.980 0.575 -0.211 0.30
H -0.740 6.086 0.909 0.542 -0.174 1.023 0.32
H -0.784 1.280 -3.021 -0.083 -0.429 0.843 0.61
H -2.580 -0.491 -2.437 0.839 0.293 0.443 0.27
Br 4.806 2.042 -3.425 0.247 -0.184 -0.282 -0.16
C 6.132 1.151 -2.310 -0.107 0.164 0.186 -0.56
C 7.531 1.563 -2.687 0.205 -0.204 -0.080 -0.61
Br 8.114 0.678 -4.321 -0.037 0.100 0.012 -0.15
H 5.959 0.081 -2.406 0.062 0.089 -0.063 0.45
H 5.902 1.462 -1.291 0.047 0.026 -0.054 0.34
H 8.242 1.247 -1.923 -0.109 0.006 0.007 0.38
H 7.633 2.633 -2.852 -0.093 -0.080 0.037 0.35
Br -5.935 -6.799 1.490 0.076 0.036 -0.041 -0.14
C -4.982 -5.207 2.081 -0.124 -0.207 0.226 -0.10
C -5.772 -3.956 1.800 0.156 0.222 -0.106 -0.62
Br -5.684 -3.468 -0.085 -0.403 -0.203 0.083 -0.13
H -4.010 -5.220 1.592 -0.106 0.077 -0.013 0.31
H -4.846 -5.340 3.155 -0.032 0.051 -0.039 -0.07
H -5.346 -3.106 2.333 0.024 -0.092 0.006 0.34
H -6.826 -4.048 2.054 0.101 -0.086 -0.005 0.41
Br 3.352 -2.190 -5.736 -0.093 0.012 -0.008 -0.14
C 2.469 -0.801 -6.777 0.271 -0.104 -0.062 -0.62
C 2.445 0.510 -6.034 -0.309 0.158 -0.069 -0.37
Br 1.087 0.508 -4.635 0.373 -0.204 -0.407 0.03
H 1.477 -1.171 -7.024 0.051 0.085 0.076 0.39
H 3.057 -0.713 -7.690 -0.028 0.051 0.063 0.37
H 2.165 1.324 -6.702 0.029 -0.094 -0.029 0.36
H 3.393 0.748 -5.556 -0.047 -0.122 -0.059 0.08
Br -3.573 -4.585 6.061 -0.099 0.025 -0.062 -0.15
C -5.147 -5.101 7.089 0.237 0.085 0.143 -0.61
C -5.313 -6.598 7.124 -0.295 -0.123 -0.071 -0.54
Br -6.026 -7.269 5.441 0.112 0.022 -0.017 -0.12
H -5.996 -4.586 6.647 0.038 -0.124 0.015 0.36
H -4.971 -4.710 8.091 -0.013 -0.067 -0.042 0.36
H -6.046 -6.884 7.878 0.048 0.087 -0.014 0.33
H -4.382 -7.130 7.309 -0.029 0.131 -0.019 0.37
```
Positions in Å, forces in eV/Å.